12 unconnected molecules or ions with the total composition C21H63BNO16P2. Source: the OMol25 dataset; level of theory: ωB97M-V/def2-TZVPD.

Its gap between HOMO and LUMO is 5.82 eV. Its total charge is -1.

XYZ file:
```
104
Properties=species:S:1:pos:R:3:forces:R:3
P -2.594 1.384 0.527 -1.0 1.4 -0.4
P -3.659 0.650 2.359 -0.4 -1.5 -0.2
O 1.425 -1.069 -0.881 0.2 -0.3 -0.4
O -2.699 2.753 5.288 -4.4 1.4 -0.4
O -3.624 4.918 2.437 -0.8 -0.2 -0.2
O 6.723 1.966 3.729 0.0 0.3 -0.3
O 4.963 -3.114 -1.765 0.2 -0.1 -0.4
O -4.814 1.966 2.462 0.3 -0.4 -0.6
O -1.576 4.782 3.535 0.2 0.4 -0.3
O -3.786 -1.630 -4.363 -0.3 -0.3 0.1
O 3.634 -1.781 5.481 0.2 0.1 -0.2
O -2.559 1.693 3.268 0.7 0.4 -0.1
O 1.256 -2.334 2.161 0.5 0.2 -0.2
O -1.958 -1.807 -6.512 0.2 0.1 -0.4
O 7.009 -0.975 0.691 -0.3 0.0 0.0
O -0.387 -2.278 -3.151 0.0 -0.2 -0.2
O -5.579 -2.832 -8.299 -0.3 -0.1 0.0
O 2.150 2.289 2.531 0.2 0.1 0.0
N -0.465 2.058 5.696 -0.6 0.2 -0.3
C -4.655 2.533 3.702 -0.3 0.3 0.8
C -1.894 -1.880 2.672 -0.4 0.6 -0.1
C 4.942 -1.723 4.919 -0.2 -0.1 0.2
C 2.755 -0.997 -1.399 -0.4 0.1 0.3
C 6.299 -2.977 -2.240 0.0 -0.2 0.6
C 1.462 -1.139 2.930 -0.2 -0.2 0.0
C -6.903 -2.309 -8.243 0.3 0.0 -0.1
C -0.853 -3.610 -3.000 0.2 0.2 0.1
C -2.515 -0.861 2.541 -0.6 1.3 -0.4
C -4.898 -1.841 -5.230 0.3 0.3 0.1
C -3.454 4.795 1.026 -0.3 0.4 0.5
C -3.850 -0.604 -1.065 0.5 -0.2 0.0
C -0.627 -1.602 -6.977 -0.2 -0.1 0.3
C -1.557 2.374 5.439 4.9 -1.3 1.2
C 6.315 0.244 0.392 0.4 -0.1 0.0
C 2.074 3.532 3.213 0.0 -0.4 0.1
C 0.047 1.716 -0.254 -0.8 0.1 0.6
C 5.728 2.959 4.003 0.1 -0.4 0.3
C -2.542 0.076 -0.772 0.1 0.1 0.8
C -0.843 1.667 0.974 0.0 -0.9 -1.0
C -3.154 2.773 3.853 -0.6 0.0 -0.9
B -2.784 4.208 3.211 0.7 -0.3 0.7
H -1.268 -3.768 -2.001 0.0 -0.1 0.0
H 1.098 3.993 3.054 0.0 0.2 0.1
H -4.145 -1.205 -0.237 -0.5 -0.3 0.7
H -0.050 -4.334 -3.179 -0.1 -0.1 0.0
H -7.417 -2.435 -9.201 -0.1 0.0 0.0
H 4.734 2.511 4.063 0.0 0.1 0.0
H 5.667 -1.356 5.653 0.1 0.0 -0.1
H -4.260 0.151 3.560 0.1 0.1 0.1
H -4.565 -0.102 1.546 0.1 0.0 0.0
H -5.521 -0.940 -5.276 -0.1 -0.1 0.0
H -1.796 -0.672 -0.579 0.5 -0.5 0.3
H 2.769 -0.270 -2.209 -0.1 0.1 0.0
H -4.626 0.067 -1.362 -0.6 0.6 0.0
H 4.975 -3.750 -1.049 0.0 0.0 0.2
H -0.503 0.863 1.590 0.3 -0.5 0.8
H 6.690 -3.928 -2.617 0.0 0.0 -0.1
H 1.449 1.733 2.888 -0.1 -0.1 0.0
H 2.234 3.391 4.287 -0.1 0.2 0.0
H -5.490 -2.660 -4.826 0.0 0.0 0.1
H -7.443 -2.860 -7.479 0.0 0.0 0.0
H 5.742 3.682 3.194 0.1 0.0 -0.1
H 3.657 -2.388 6.221 -0.1 -0.1 0.1
H -3.272 -0.907 -4.728 0.2 0.0 0.0
H 0.309 -2.135 -2.498 -0.1 0.3 0.2
H 0.114 0.742 -0.664 0.3 -0.8 -0.6
H 3.075 -1.959 -1.778 0.1 -0.1 -0.1
H 7.933 -0.760 0.820 0.1 0.1 0.1
H -0.856 4.333 3.102 0.6 -0.4 0.2
H -0.669 -0.899 -7.805 0.0 0.0 0.0
H -1.924 -2.423 -5.775 -0.1 0.1 0.2
H -1.642 -3.774 -3.732 -0.1 0.0 0.0
H 6.402 0.956 1.215 -0.1 0.0 0.0
H -0.384 2.378 -0.972 -0.2 0.6 -0.7
H -3.965 5.612 0.577 -0.3 0.9 -0.4
H 1.005 2.060 0.050 1.1 0.3 0.0
H 5.259 -2.705 4.558 0.1 0.1 -0.1
H 6.728 0.680 -0.522 -0.2 0.1 0.0
H 2.220 -0.543 2.425 0.0 -0.1 -0.1
H 4.910 -1.034 4.079 0.0 0.0 0.0
H -5.259 3.409 3.740 -0.2 1.1 0.0
H 5.956 3.470 4.943 -0.1 0.1 0.0
H 1.809 -1.387 3.933 0.0 0.1 0.0
H 6.315 -2.246 -3.043 -0.1 0.0 0.0
H -0.735 2.595 1.478 -0.2 0.9 0.8
H -0.188 -2.540 -7.330 0.1 0.0 0.0
H 0.001 -1.186 -6.185 0.0 0.0 0.0
H 2.850 4.188 2.821 0.0 0.0 -0.1
H 1.439 -1.705 -0.158 -0.2 0.0 0.4
H -2.228 0.567 -1.664 0.4 0.6 -0.7
H 5.268 0.006 0.234 0.0 -0.1 0.0
H -6.894 -1.249 -7.975 -0.1 0.0 0.0
H -3.674 -1.266 -1.880 0.0 -0.6 -0.8
H 3.441 -0.671 -0.612 0.1 0.0 -0.1
H 6.922 -2.627 -1.413 0.2 0.1 -0.2
H -1.589 -2.785 3.038 0.8 -1.7 0.4
H -5.101 -2.344 -8.971 0.2 0.1 0.0
H 0.533 -0.566 2.991 0.0 0.0 0.0
H 0.582 -2.851 2.605 -0.2 0.1 0.0
H -2.413 4.811 0.771 0.7 0.1 -0.3
H 6.716 1.327 4.442 -0.1 -0.1 0.1
H -5.024 1.939 4.520 -0.1 -0.9 0.5
H -3.887 3.895 0.663 -0.3 -0.9 -0.1
H -4.563 -2.103 -6.231 -0.1 0.0 -0.1
```
Forces are in eV/Å.

=====

A molecular structure, C38H105N5O25V. Source: the OMol25 dataset; level of theory: ωB97M-V/def2-TZVPD.

The spin multiplicity is 3. Its gap between HOMO and LUMO (spin up / spin down) is 7.01 / 7.44 eV. Its total charge is -1.

XYZ file:
```
174
Properties=species:S:1:pos:R:3:forces:R:3
V 1.699 3.763 0.760 -1.4 0.2 0.5
O 3.754 3.518 1.363 0.4 -0.1 -1.0
O 2.574 7.678 -0.153 -0.1 1.1 0.7
O -1.642 -3.452 -2.116 0.4 0.1 -0.3
O 2.337 2.719 -1.048 -1.6 1.9 0.2
O -6.068 -2.437 -1.552 1.1 -1.3 0.3
O 4.229 -1.053 -2.670 0.8 0.5 -0.9
O 1.016 1.963 1.580 1.0 2.6 0.4
O 1.343 4.934 2.528 -2.0 -4.1 -4.3
O 3.017 6.598 -1.917 0.5 -0.6 -1.7
O -4.007 -3.591 4.831 0.2 0.5 -0.2
O -0.090 -2.751 -4.622 0.4 -0.5 -0.5
O -0.240 3.454 6.676 -0.4 0.3 0.7
O -2.603 3.584 -3.776 -2.8 -1.3 0.7
O -0.110 4.205 -0.272 1.8 -3.7 -1.1
O -1.869 4.719 -1.457 -1.0 -1.7 -2.3
O 2.286 5.595 -0.192 -0.6 -3.6 1.4
O 0.681 6.099 4.164 -1.0 0.1 0.3
O -2.613 4.986 3.191 -0.1 -0.8 0.5
O -1.114 5.977 0.052 -0.4 0.7 -0.5
O -4.623 4.216 -0.826 0.3 0.1 1.2
O 0.641 1.530 4.783 -0.6 0.0 0.9
O 2.750 6.094 3.552 -0.5 0.1 0.1
O 4.521 1.343 -1.046 0.1 0.2 0.3
O -6.290 -0.108 0.035 -2.1 0.0 0.3
O 1.899 -3.149 1.728 0.6 0.0 0.3
N -1.385 -2.364 -4.926 -1.8 0.6 1.4
N 2.211 -2.972 3.111 -0.7 0.0 1.0
N 2.635 6.644 -0.768 0.2 1.6 0.1
N -1.039 4.956 -0.624 0.6 4.0 4.6
N 1.548 5.728 3.416 3.7 2.5 2.6
C -0.852 -0.229 -6.130 0.8 0.2 0.6
C 0.809 4.195 7.275 0.2 -0.4 -0.5
C -1.516 -0.915 -4.906 -1.5 1.5 -0.4
C 1.862 -5.487 3.416 0.8 0.0 -0.6
C 3.923 2.544 3.514 0.9 -0.5 0.3
C 3.257 -3.546 5.755 0.4 0.6 0.1
C -3.647 -2.727 -5.952 0.0 0.0 0.1
C -1.577 3.824 -4.619 0.9 0.6 -0.6
C 5.525 2.257 -1.467 0.1 0.5 0.2
C -4.847 -3.255 -1.667 -0.1 0.8 -0.7
C -5.535 4.423 -1.845 -0.4 -0.1 -0.8
C 2.135 3.250 -2.392 0.2 -0.7 0.7
C 1.561 -4.067 3.871 -1.6 0.2 1.2
C -0.729 -3.057 -1.102 -1.3 -1.2 1.0
C 1.029 0.241 5.176 0.7 -0.9 -0.8
C -1.599 -2.999 0.135 -0.7 0.9 0.7
C 1.825 -3.887 5.400 0.4 -0.4 -0.1
C -1.899 3.772 3.408 1.5 0.3 -0.1
C -5.066 0.506 0.247 0.2 -0.5 -1.8
C 0.670 0.613 1.365 0.7 1.8 -2.3
C -0.331 0.547 0.188 -0.7 -0.6 1.1
C 4.624 -3.651 2.859 -0.1 -0.2 -0.4
C 4.063 -2.163 -1.809 -1.3 -0.1 -0.4
C -3.006 -0.552 -4.959 -1.6 -0.8 0.2
C 3.863 -1.232 2.726 0.3 0.1 -1.3
C -1.087 -0.281 -3.548 0.9 -0.6 -0.3
C -3.535 -2.282 4.460 -0.2 -0.3 -0.4
C -2.296 -4.592 -5.090 0.4 -0.4 0.1
C 2.569 -2.130 -1.495 0.8 -0.7 1.1
C 3.623 -2.583 3.366 -0.5 -0.8 0.4
C 3.826 -2.414 4.884 0.3 -0.8 -0.1
C -1.594 -3.365 -7.224 0.2 0.4 0.0
C -2.175 -3.269 -5.780 -0.7 1.2 -1.5
C -4.289 0.587 -1.077 1.3 -0.2 -0.2
C -3.827 -1.225 -6.093 1.3 0.3 1.4
C 1.671 2.097 -3.246 -0.5 0.6 -0.4
C 4.340 2.430 2.042 -1.0 -1.2 2.4
C -0.006 -3.928 3.776 0.8 1.2 -0.5
H -4.772 0.855 -2.017 -0.7 0.9 0.5
H 0.630 1.854 -3.032 -0.1 0.4 -0.2
H 3.961 1.462 1.712 0.0 0.3 -0.7
H 3.078 3.676 -2.735 0.1 0.0 0.0
H -1.291 -5.003 -4.994 -0.2 -0.4 0.2
H -2.318 3.003 4.056 -0.9 0.1 -0.1
H 1.413 4.067 -2.396 0.0 -0.2 0.4
H -0.956 3.986 3.910 -0.1 0.6 0.1
H -4.100 -2.716 -2.250 0.1 0.2 0.2
H -3.389 1.186 -0.942 -0.1 0.4 -0.1
H 0.072 2.756 6.096 0.4 0.0 -0.3
H -6.228 -0.916 -0.479 0.4 -0.2 -0.1
H -1.239 4.840 -4.416 0.9 0.0 -0.4
H -0.370 -4.132 2.769 -0.1 -0.3 0.1
H -3.476 -0.922 -7.080 -0.2 0.3 -0.1
H -0.506 -3.320 -7.271 0.2 -0.4 0.2
H -0.035 -0.453 -3.322 0.3 0.1 -0.3
H 4.861 -0.856 2.952 0.1 -0.1 0.0
H -6.435 -2.305 -2.429 0.1 0.0 -0.1
H -3.256 0.498 -4.805 0.8 0.4 -0.8
H -1.188 0.797 -6.280 -0.2 0.0 0.3
H -4.243 -3.121 -5.129 0.0 0.2 0.3
H -5.408 3.612 -2.564 -0.4 0.0 -0.5
H -3.545 -1.609 5.317 0.2 0.0 0.0
H -2.956 -5.252 -5.654 0.2 -0.1 -0.2
H -0.232 -2.879 3.971 -0.1 0.2 0.0
H 0.355 4.909 7.962 0.1 0.0 -0.1
H 1.553 -4.825 5.885 0.0 -0.2 -0.1
H 1.634 0.177 1.101 0.0 -1.0 0.1
H 4.328 1.686 4.051 0.1 -0.3 0.1
H 0.503 -0.577 4.683 -0.6 0.1 -0.3
H -0.616 -0.476 -0.060 0.0 -0.2 0.1
H 0.785 1.651 3.841 0.0 0.2 -0.5
H -2.480 -2.378 -0.029 0.2 0.6 -0.2
H 4.523 -4.599 3.387 -0.1 0.2 0.3
H -4.875 -0.983 -5.921 0.0 0.1 -0.5
H 3.915 -4.415 5.760 0.0 -0.2 -0.6
H 0.215 -0.153 -5.921 0.3 0.0 -0.3
H 4.892 -1.295 -3.320 0.1 0.3 -0.2
H 4.474 0.544 -1.577 0.3 -0.4 -0.6
H -3.785 4.611 -1.074 0.3 0.1 0.1
H 1.518 3.565 7.812 -0.1 -0.3 0.4
H 4.400 3.404 3.985 -0.4 0.3 0.0
H -4.963 -3.533 4.773 0.0 -0.2 0.1
H -1.265 0.794 -3.536 -0.1 0.0 -0.2
H -0.556 -4.481 4.538 0.3 -0.4 -0.2
H 3.352 -3.219 6.790 -0.3 0.1 0.2
H 2.846 2.510 3.677 0.1 0.4 -0.3
H -1.551 3.358 2.461 -0.3 -0.4 -0.3
H 1.433 4.707 6.542 -0.3 0.4 -0.2
H 5.268 2.826 -2.360 -0.2 -0.3 -0.3
H 4.423 4.196 1.482 -0.7 1.1 -0.2
H 2.267 -1.180 -1.055 -0.1 0.0 -0.1
H -2.458 3.886 -2.876 0.6 0.1 0.1
H 3.014 2.052 -1.181 0.9 -0.5 0.8
H -0.049 -3.878 -0.873 0.7 0.1 -0.5
H 4.219 -3.108 -2.329 0.4 0.0 -0.2
H 1.088 -6.193 3.716 0.1 0.1 0.3
H -4.150 -1.864 3.664 -0.2 0.1 0.1
H -4.133 -3.114 -6.847 0.4 -0.8 -0.1
H 3.166 -0.415 2.910 -0.3 -0.4 0.7
H -3.420 4.741 2.732 -0.1 0.1 -0.1
H 2.153 1.125 -3.138 0.8 0.3 0.0
H 4.461 -3.936 1.819 -0.2 0.3 -0.2
H 0.394 -2.600 -5.438 0.7 0.0 -0.3
H -3.881 -0.361 -1.429 0.0 -0.7 0.7
H -2.550 -2.370 4.003 0.1 -0.1 0.5
H 1.161 -3.171 5.883 -0.1 0.4 -0.5
H -5.400 5.379 -2.351 0.1 0.1 -0.1
H 1.260 -2.446 1.590 -0.1 0.2 -0.3
H -6.555 4.419 -1.463 0.0 -0.2 0.2
H 2.056 0.077 4.849 0.3 0.0 0.4
H -3.468 -0.895 -4.034 0.0 -0.7 0.3
H -0.224 -2.118 -1.329 0.0 -0.1 0.0
H 1.994 -2.359 -2.392 0.1 0.2 0.0
H -1.922 3.763 -5.651 -0.2 0.2 -0.1
H 0.925 0.014 6.237 0.0 0.8 0.1
H 5.670 -3.358 2.946 0.0 0.3 0.1
H -0.992 -0.732 -7.086 -0.1 -0.2 0.2
H -1.230 1.001 0.604 -0.2 0.2 -0.3
H -4.403 -3.488 -0.699 -0.5 0.4 0.1
H 2.850 -5.806 3.749 -0.1 -0.3 0.2
H -1.597 -0.707 -2.683 -0.5 -0.1 -0.3
H 1.811 2.528 -4.238 -0.4 -0.7 -0.5
H -2.742 -4.457 -4.105 0.2 0.0 0.0
H -1.341 -3.075 -2.945 -0.1 0.0 -0.5
H -1.877 -2.492 -7.812 -0.3 0.1 0.1
H 1.877 -5.524 2.327 0.0 0.1 -0.1
H 3.782 -1.375 1.649 0.3 0.1 -0.3
H 4.807 -2.078 -1.016 -0.5 -0.1 0.6
H 0.247 0.192 2.277 -0.1 -0.3 0.0
H -0.105 1.042 -0.757 0.6 0.3 0.3
H -4.514 -0.142 0.927 0.5 0.6 0.5
H 6.508 1.806 -1.602 -0.1 -0.3 0.0
H -5.304 1.500 0.626 0.4 -0.1 0.2
H 3.505 -1.419 5.193 -0.2 -0.2 0.1
H 4.908 -2.468 5.011 0.2 0.4 0.1
H 5.429 2.437 1.987 0.0 0.1 -0.4
H -0.811 3.054 -4.538 0.6 0.2 0.1
H 2.409 -2.924 -0.766 -0.5 0.0 0.1
H -1.933 -4.228 -7.797 0.0 -0.2 0.3
H -4.957 -4.201 -2.196 -0.7 -0.1 0.1
H -1.086 -2.602 1.011 0.1 -0.1 0.1
H 5.612 3.015 -0.688 0.0 -0.1 0.1
H -2.084 -3.934 0.416 0.6 -0.5 -0.2
```
Forces are in eV/Å.

=====

A molecular structure, C20H26AuGeN6OS. Source: the OMol25 dataset; level of theory: ωB97M-V/def2-TZVPD.

The spin multiplicity is 2. Its gap between HOMO and LUMO (spin up / spin down) is 7.24 / 6.08 eV.

XYZ file:
```
56
Properties=species:S:1:pos:R:3:forces:R:3
Au -2.621 -1.021 -0.558 -0.5 0.3 -0.4
Ge -2.735 2.175 -0.060 -0.1 0.1 -0.1
S -3.726 -3.221 -0.503 -0.1 0.4 -0.1
O -2.461 -1.609 1.751 -0.3 -0.4 0.5
N 2.895 1.092 0.883 0.4 0.0 -0.2
N 1.745 -1.139 -0.982 0.2 0.0 0.1
N 3.281 2.308 0.897 -0.6 -0.2 0.8
N -0.429 -1.324 -1.038 0.4 0.2 0.5
N 3.344 0.478 -0.257 0.4 1.2 0.2
N -2.544 -2.899 1.939 0.3 -1.5 -0.2
C -2.992 -3.794 0.944 0.0 1.9 0.7
C 4.662 3.725 -0.645 -0.1 -0.3 -0.1
C 5.393 2.484 -2.598 -0.3 -0.8 0.0
C 0.044 -1.474 -2.306 0.4 0.0 -0.1
C 3.083 -0.906 -0.482 -0.3 -0.5 0.1
C -2.882 -5.153 1.172 0.4 -1.0 0.9
C 5.353 3.652 -1.836 0.0 0.4 0.3
C -2.090 -3.401 3.131 -0.3 0.8 -0.9
C -1.959 -4.732 3.346 -0.2 -1.4 -0.4
C -2.992 1.858 1.877 0.1 0.1 -0.5
C -2.338 -5.659 2.342 0.0 1.3 0.2
C 4.744 1.323 -2.195 0.4 0.2 -0.6
C 4.059 1.383 -0.997 -0.3 0.5 0.9
C -0.797 2.281 -0.478 -0.4 0.0 0.1
C 0.579 -0.909 1.210 0.0 0.2 0.2
C -3.627 0.760 -1.108 0.2 -0.2 0.2
C 1.396 -1.356 -2.290 -0.2 -0.1 -0.5
C -3.625 3.861 -0.666 0.3 -0.4 0.3
C 0.606 -1.119 -0.250 -0.2 -0.1 0.0
C 4.007 2.569 -0.215 0.5 -0.7 -1.3
H -0.629 -1.660 -3.114 -0.1 -0.1 -0.3
H -2.217 -6.718 2.497 0.0 -0.1 0.0
H -3.244 -5.813 0.400 0.1 0.0 -0.1
H -4.048 1.799 2.122 -0.2 0.0 0.0
H -1.573 -5.070 4.293 0.0 0.0 0.1
H 3.794 -1.290 -1.220 -0.1 0.1 0.2
H -0.341 3.135 0.014 0.0 0.2 0.1
H 5.884 4.522 -2.194 0.0 0.1 0.0
H -4.683 0.686 -0.872 -0.1 0.0 0.1
H 1.099 0.017 1.468 -0.2 -0.2 0.1
H 4.783 0.423 -2.793 0.0 0.0 -0.1
H 4.623 4.626 -0.057 0.0 0.2 0.1
H 1.095 -1.725 1.719 0.0 -0.1 0.1
H 5.942 2.481 -3.527 0.0 0.0 -0.1
H -3.472 4.001 -1.732 0.0 0.0 -0.1
H 3.192 -1.443 0.469 0.1 0.2 -0.3
H -0.453 -0.874 1.556 0.0 -0.1 0.0
H -2.544 2.647 2.474 0.1 0.1 0.0
H 2.128 -1.427 -3.067 0.2 0.0 -0.2
H -0.625 2.371 -1.547 0.0 0.0 -0.2
H -4.693 3.822 -0.472 -0.1 -0.1 0.0
H -3.210 4.718 -0.145 0.1 0.2 0.1
H -0.291 1.390 -0.123 0.1 -0.2 0.1
H -1.836 -2.642 3.856 0.0 0.0 -0.1
H -3.514 0.881 -2.181 0.0 0.0 -0.2
H -2.535 0.912 2.150 0.0 -0.2 0.0
```
Forces are in eV/Å.

=====

Values for max |F|, eV Å⁻¹, ordered as above
5.21, 6.31, 2.04
Values for molecular weight, g mol⁻¹, ordered as above
658.486, 1083.212, 668.113
Values for calculated total energy, a.u., ordered as above
-2803.85331, -4609.07897, -3792.15955